Entry 1:
A molecular structure, C24H27F4GeN4O3Zn in a non-equilibrium geometry. Source: OMol25; level of theory: ωB97M-V/def2-TZVPD.

Values from the calculation:
ΔE to the lowest compared entry with this formula, charge and spin = 36.5 kcal per mole
lowest unoccupied orbital energy (spin up / spin down) = -8.80 / -11.10 eV
multiplicity = 2
Kohn-Sham gap (spin up / spin down) = 0.2135 / 0.1295 Ha
total charge = +2

CARTESIAN COORDINATES (ANGSTROEM)
Zn 0.259 -0.204 0.219
C -2.415 -2.387 1.062
C -2.683 -0.875 1.086
C -2.661 -0.390 2.554
C -4.013 -0.522 0.433
O -1.638 -0.222 0.414
Ge -1.686 1.454 -0.726
O -0.076 1.738 0.426
C 0.479 2.979 0.808
C 1.311 2.773 2.075
C -0.628 4.006 1.034
C 1.402 3.463 -0.330
O -0.227 0.289 -1.598
C -0.052 0.054 -2.968
C -1.053 -1.059 -3.378
C 1.376 -0.421 -3.235
C -0.386 1.323 -3.756
H -3.165 -2.911 1.647
H -2.457 -2.742 0.032
H -1.428 -2.603 1.474
H -3.406 -0.926 3.133
H -1.677 -0.564 2.985
H -2.879 0.677 2.572
H -4.833 -1.007 0.954
H -4.175 0.560 0.461
H -4.015 -0.852 -0.608
H 0.689 2.364 2.871
H 2.116 2.070 1.870
H 1.733 3.715 2.411
H -1.295 3.660 1.823
H -0.204 4.960 1.336
H -1.206 4.159 0.119
H 2.204 2.744 -0.490
H 0.814 3.559 -1.244
H 1.833 4.426 -0.070
H -0.827 -1.969 -2.827
H -2.066 -0.731 -3.138
H -0.972 -1.247 -4.443
H 1.598 -1.318 -2.657
H 1.516 -0.644 -4.289
H 2.077 0.363 -2.949
H -1.431 1.610 -3.607
H 0.256 2.138 -3.418
H -0.219 1.161 -4.816
F 6.599 -1.399 2.768
C 5.741 -0.482 3.183
C 6.204 0.693 3.722
F 7.500 0.898 3.821
C 5.317 1.763 4.095
C 3.918 1.432 4.094
C 3.465 0.278 3.533
F 2.148 0.037 3.491
C 4.346 -0.683 2.945
C 3.843 -1.687 2.099
C 2.586 -1.520 1.558
N 1.601 -1.258 1.002
C 4.601 -2.801 1.651
N 5.184 -3.722 1.305
F 3.047 2.295 4.592
C 5.755 3.060 4.326
C 7.108 3.465 4.292
N 8.183 3.858 4.251
C 4.851 4.144 4.443
N 4.144 5.045 4.442


Entry 2:
4 unconnected molecules or ions with the total composition C2H12NO3 in a non-equilibrium geometry. Source: OMol25; level of theory: ωB97M-V/def2-TZVPD.

Values from the calculation:
ΔE to the lowest compared entry with this formula, charge and spin = 32.3 kcal per mole
lowest unoccupied orbital energy = -4.22 eV
Kohn-Sham gap = 0.3912 Ha
total charge = +1

CARTESIAN COORDINATES (ANGSTROEM)
C -0.850 1.754 -0.420
C 0.208 2.578 1.655
N -0.282 1.656 0.934
H -1.209 0.758 -0.682
H -1.707 2.429 -0.314
H -0.204 2.021 -1.265
H 0.314 3.605 1.322
H 0.591 2.276 2.633
H 0.093 0.612 1.163
H 2.901 -2.144 -0.864
H 1.638 -1.998 -1.497
O 1.967 -2.181 -0.600
H -2.063 -1.714 -1.885
H -1.063 -2.790 -1.821
O -1.099 -1.819 -1.807
H -0.298 -1.455 1.483
H 0.623 -1.241 0.306
O -0.073 -0.806 0.825


Entry 3:
A molecular structure, C32H49BrClO2PTl in a non-equilibrium geometry. Source: OMol25; level of theory: ωB97M-V/def2-TZVPD.

Values from the calculation:
lowest unoccupied orbital energy (spin up / spin down) = 2.23 / 2.22 eV
Kohn-Sham gap (spin up / spin down) = 0.2291 / 0.2292 Ha
total charge = -1

CARTESIAN COORDINATES (ANGSTROEM)
Tl 0.731 0.386 1.450
P -0.436 0.692 -1.312
Cl 2.617 1.893 1.078
C -0.165 1.144 3.229
H 0.581 1.421 4.027
H -0.977 1.871 3.074
C 0.882 -0.374 -2.156
C -0.376 2.449 -2.015
C 2.301 0.183 -1.909
H 0.796 -1.323 -1.585
C 3.375 -0.848 -2.287
H 2.449 1.100 -2.505
H 2.432 0.486 -0.855
C 3.230 -1.299 -3.743
H 4.367 -0.406 -2.115
H 3.282 -1.711 -1.612
C 1.811 -1.727 -4.094
H 3.538 -0.477 -4.397
H 3.919 -2.123 -3.932
C 0.726 -0.723 -3.646
H 1.718 -1.884 -5.174
H 1.595 -2.690 -3.615
H 0.809 0.196 -4.252
H -0.270 -1.145 -3.851
C -2.105 0.063 -1.956
C 0.229 2.611 -3.410
H -1.444 2.726 -2.088
C 0.112 4.076 -3.871
H 1.290 2.322 -3.403
H -0.276 1.966 -4.148
C 0.792 5.037 -2.894
H 0.542 4.179 -4.876
H -0.955 4.328 -3.944
C 0.282 4.862 -1.463
H 1.875 4.865 -2.918
H 0.626 6.069 -3.221
C 0.273 3.391 -0.986
H 0.891 5.454 -0.769
H -0.744 5.254 -1.396
H 1.308 3.066 -0.764
H -0.257 3.324 -0.015
C -2.220 -1.465 -1.799
H -2.784 0.527 -1.214
C -3.580 -2.011 -2.243
H -1.427 -1.965 -2.376
H -2.072 -1.734 -0.747
C -4.028 -1.497 -3.631
H -3.542 -3.111 -2.250
H -4.341 -1.724 -1.501
C -3.914 0.013 -3.755
H -3.420 -1.988 -4.404
H -5.066 -1.807 -3.803
C -2.535 0.560 -3.344
H -4.124 0.318 -4.784
H -4.673 0.487 -3.122
H -1.788 0.267 -4.099
H -2.587 1.659 -3.361
C -0.423 -1.471 1.515
C -0.482 -0.382 3.178
H -0.635 -1.656 0.411
C -1.937 -0.713 3.502
H 0.271 -0.933 3.819
C -2.100 -2.171 4.062
H -2.328 -0.001 4.263
H -2.584 -0.583 2.603
C -1.743 -3.179 2.934
H -1.513 -2.372 5.011
H -3.159 -2.293 4.379
C -0.392 -2.781 2.201
H -1.618 -4.219 3.310
H -2.546 -3.212 2.143
H 0.443 -2.727 2.911
H -0.070 -3.580 1.500
Br 3.283 1.664 4.823
C 2.560 0.186 5.771
C 1.967 0.366 7.027
C 1.419 -0.744 7.693
C 1.418 -1.996 7.075
C 1.974 -2.161 5.808
C 2.594 -1.081 5.171
C 3.312 -1.284 3.828
O 4.547 -1.322 3.971
O 2.561 -1.352 2.802
H 1.956 1.364 7.458
H 1.014 -0.602 8.692
H 0.986 -2.854 7.585
H 1.956 -3.124 5.300